Formula: C6H12N2OS
Source: OMol25
Level of theory: ωB97M-V/def2-TZVPD

Output
HOMO level: -16.826 eV
SMILES string: CSC1=C[N@@+](C)(O)C(C)=[NH+]1
relative energy (zero: lowest compared OMol25 entry of this formula, charge and spin): 0.0 kcal per mole

The geometry in ORCA input format:
```
! RIJCOSX wB97M-V def2-TZVPD def2/J DEFGRID3
* xyz 2 1
C 3.47 -1.26 -0.57
S 2.37 -0.94 -1.99
C 0.84 -0.44 -1.21
C -0.29 0.04 -1.78
N -1.25 0.34 -0.70
C -1.81 1.64 -0.74
O -2.27 -0.67 -0.67
C -0.56 -0.05 0.63
C -1.32 0.05 1.87
N 0.64 -0.43 0.24
H 4.41 -1.47 -1.07
H 3.32 -2.16 -0.09
H 3.35 -0.41 0.19
H -0.47 0.26 -2.77
H -1.17 2.32 -0.21
H -2.03 1.82 -1.78
H -2.74 1.59 -0.11
H -2.70 -1.10 -1.52
H -2.34 0.41 1.55
H -0.92 0.69 2.64
H -1.41 -1.00 2.22
H 1.15 -1.01 0.91
*
```